1.
Molecular formula: C4H4Br2
Method: DFT, wB97M-V/def2-TZVPD

Each line ends with the Mulliken charge.
Positions of all 10 atoms, in Å:
C 1.1909 0.0062 -0.3869  -1.12
C 0.1188 0.0418 0.6178  0.03
C -1.1941 0.5929 0.1048  -0.04
Br -1.9932 2.2929 -0.0699  -0.09
C -1.1355 -0.7282 0.2925  0.05
Br -1.8672 -2.4255 -0.1070  -0.11
H 1.0530 0.4184 -1.3642  0.37
H 1.3904 -1.0656 -0.6463  0.26
H 2.1990 0.4752 -0.1223  0.29
H 0.2379 0.3920 1.6814  0.36

For the gap between HOMO and LUMO, the calculation gives 9.6 eV. The calculation puts the LUMO energy at 0.49 eV. For the HOMO energy, the calculation gives -9.071 eV. Its molar mass is 211.884 g/mol. The energy above the lowest of the compared OMol25 structures with the same formula, charge and spin comes out at 1.977 eV. For the total energy, the calculation gives -144294.447 eV. The SMILES is CC1C(Br)=C1Br. The charge is 0. The maximum force is 3.995 eV Å⁻¹. The spin multiplicity is 1.

***

2.
Molecular formula: C4H4Br2F2I2
Method: DFT, wB97M-V/def2-TZVPD

Each line ends with the Mulliken charge.
Positions of all 14 atoms, in Å:
C 1.3695 0.3458 0.6080  -1.22
C -0.7666 -0.0573 -0.7295  -0.50
C -1.5175 -0.2914 0.5685  -0.29
C 0.7427 -0.1330 -0.6730  0.46
F -1.3865 -1.5668 0.9568  -0.25
F 1.2589 0.5585 -1.7357  -0.25
Br -1.0856 1.7827 -1.3217  -0.04
Br 1.3522 -2.0164 -0.9381  -0.07
I 3.4570 0.7510 0.4143  0.11
I -3.6878 0.1201 0.4368  0.23
H 1.3789 -0.4217 1.4016  0.51
H 1.1610 1.4193 0.9527  0.43
H -1.1374 -0.9006 -1.3382  0.46
H -1.1388 0.4099 1.3975  0.43

For the gap between HOMO and LUMO (alpha / beta), the calculation gives 6.4 / 5.6 eV. The calculation puts the LUMO energy (alpha / beta) at 0.25 / -3.93 eV. For the HOMO energy (alpha / beta), the calculation gives -6.194 / -9.507 eV. Its molar mass is 503.688 g/mol. The energy above the lowest of the compared OMol25 structures with the same formula, charge and spin comes out at 0.000 eV. For the total energy, the calculation gives -165929.271 eV. The charge is 0. The maximum force is 5.803 eV Å⁻¹. The spin multiplicity is 3.

***

3.
Molecular formula: C4H4Br3P
Method: DFT, wB97M-V/def2-TZVPD

Each line ends with the Mulliken charge.
Positions of all 12 atoms, in Å:
C -0.6246 -2.9962 0.3357  0.14
C -0.7773 0.0766 0.2390  -0.47
C 0.5440 -0.5998 -0.2741  -0.75
C -1.9835 -0.2072 -0.4772  -0.01
P 0.8332 -2.3145 0.5103  -0.13
Br -1.4868 -4.6627 0.5829  -0.06
Br -2.1729 -0.2197 -2.3034  -0.05
Br -3.5890 -0.7621 0.4530  -0.09
H -0.7251 -0.2693 1.2079  0.37
H -0.5597 1.2572 0.1867  0.26
H 0.5423 -0.5420 -1.4616  0.31
H 1.3346 0.0103 -0.1488  0.48

For the gap between HOMO and LUMO (alpha / beta), the calculation gives 6.7 / 8.1 eV. The calculation puts the LUMO energy (alpha / beta) at -1.16 / -0.40 eV. For the HOMO energy (alpha / beta), the calculation gives -7.866 / -8.490 eV. Its molar mass is 322.762 g/mol. The energy above the lowest of the compared OMol25 structures with the same formula, charge and spin comes out at 4.464 eV. For the total energy, the calculation gives -223623.603 eV. The charge is 0. The maximum force is 4.996 eV Å⁻¹. The spin multiplicity is 1.

***

4.
Molecular formula: C4H4BrCl5
Method: DFT, wB97M-V/def2-TZVPD

Each line ends with the Mulliken charge.
Positions of all 14 atoms, in Å:
C -1.7932 0.8503 -0.0235  -0.45
C -0.9166 -0.4568 0.3137  -0.51
C 1.8561 -0.5618 0.3537  0.01
C 0.9522 0.0677 -0.6319  0.09
Cl -3.4866 0.5063 0.2241  -0.18
Cl 1.8234 0.2458 1.9371  -0.13
Cl 3.5177 -0.6116 -0.3109  -0.13
Cl 1.1634 1.7622 -0.8049  -0.09
Cl 0.9130 -0.6561 -2.1978  -0.09
Br -1.5297 -2.0859 -0.4707  0.00
H -1.7484 1.3961 -1.0037  0.30
H -1.4799 1.6769 0.6387  0.35
H -0.6621 -0.5795 1.3199  0.51
H 1.3908 -1.5536 0.6562  0.32

For the gap between HOMO and LUMO, the calculation gives 9.7 eV. The calculation puts the LUMO energy at 0.02 eV. For the HOMO energy, the calculation gives -9.706 eV. Its molar mass is 309.245 g/mol. The energy above the lowest of the compared OMol25 structures with the same formula, charge and spin comes out at 0.799 eV. For the total energy, the calculation gives -136865.431 eV. The charge is 0. The maximum force is 5.416 eV Å⁻¹. The spin multiplicity is 1.

***

5.
Molecular formula: C4H4BrClO2S
Method: DFT, wB97M-V/def2-TZVPD

Each line ends with the Mulliken charge.
Positions of all 13 atoms, in Å:
C -2.5288 0.1455 0.0595  0.13
C 1.0532 0.7017 1.1816  -0.39
C 0.3332 0.1965 -0.9730  -0.77
C 1.6674 0.1636 -0.1415  0.08
O -0.5138 -1.6078 0.5759  -0.54
O -2.9523 0.9627 -0.6768  -0.35
S -0.6640 -0.1768 0.4911  0.60
Cl 2.4521 -1.3957 -0.0878  -0.13
Br 1.6616 -0.1601 2.6532  -0.02
H -3.1119 -0.5266 0.7497  0.32
H 0.1433 1.1522 -1.3062  0.41
H 0.1426 -0.4650 -1.8982  0.36
H 2.3175 1.0098 -0.6274  0.30

For the gap between HOMO and LUMO (alpha / beta), the calculation gives 6.4 / 6.4 eV. The calculation puts the LUMO energy (alpha / beta) at -1.62 / -1.62 eV. For the HOMO energy (alpha / beta), the calculation gives -8.046 / -8.045 eV. Its molar mass is 231.498 g/mol. The energy above the lowest of the compared OMol25 structures with the same formula, charge and spin comes out at 4.022 eV. For the total energy, the calculation gives -101701.777 eV. The charge is 0. The maximum force is 2.700 eV Å⁻¹. The spin multiplicity is 1.

***

6.
Molecular formula: C4H4BrF3
Method: DFT, wB97M-V/def2-TZVPD

Each line ends with the Mulliken charge.
Positions of all 12 atoms, in Å:
F -2.2493 -1.7521 -1.2453  -0.21
C -1.3550 -0.8183 -1.1372  0.32
F -1.1124 -0.0644 -2.2015  -0.22
C -0.3719 -0.9159 -0.0790  0.33
F -0.6512 -1.8287 0.7820  -0.25
C 0.8786 -0.0479 -0.0128  -0.58
C 0.6841 1.2526 0.8367  -0.56
Br -0.3866 0.9958 2.4161  -0.15
H 1.2371 0.2432 -1.0098  0.30
H 1.6515 -0.7094 0.3684  0.31
H 1.5948 1.5737 1.0915  0.43
H 0.0802 2.0714 0.1909  0.28

For the gap between HOMO and LUMO, the calculation gives 9.6 eV. The calculation puts the LUMO energy at 0.81 eV. For the HOMO energy, the calculation gives -8.784 eV. Its molar mass is 188.974 g/mol. The energy above the lowest of the compared OMol25 structures with the same formula, charge and spin comes out at 1.059 eV. For the total energy, the calculation gives -82405.703 eV. The SMILES is FC(F)=C(F)CCBr. The charge is 0. The maximum force is 7.524 eV Å⁻¹. The spin multiplicity is 1.

***

7.
Molecular formula: C4H4BrN
Method: DFT, wB97M-V/def2-TZVPD

Each line ends with the Mulliken charge.
Positions of all 10 atoms, in Å:
C -0.3972 -1.1052 -2.0599  -0.18
C 1.1254 -0.6694 0.4913  -0.29
C 0.1205 0.0383 0.2590  0.34
C -0.8211 1.0952 0.4803  -0.79
N -0.7953 -1.4787 -3.0798  -0.34
Br 2.0651 -0.5064 2.3848  -0.16
H 1.8167 -1.3980 -0.0031  0.46
H -0.8826 1.7898 -0.2594  0.33
H -0.3479 1.6556 1.2744  0.36
H -1.8836 0.5787 0.5123  0.26

For the gap between HOMO and LUMO (alpha / beta), the calculation gives 7.1 / 7.2 eV. The calculation puts the LUMO energy (alpha / beta) at -3.08 / -3.06 eV. For the HOMO energy (alpha / beta), the calculation gives -10.176 / -10.217 eV. Its molar mass is 145.987 g/mol. The energy above the lowest of the compared OMol25 structures with the same formula, charge and spin comes out at 5.104 eV. For the total energy, the calculation gives -75739.256 eV. The charge is 0. The maximum force is 5.133 eV Å⁻¹. The spin multiplicity is 1.

***

8.
Molecular formula: C4H4BrN3OS
Method: DFT, wB97M-V/def2-TZVPD

Each line ends with the Mulliken charge.
Positions of all 14 atoms, in Å:
C 2.5374 -0.0002 0.1586  -0.73
N 1.3641 0.8034 0.0125  -0.17
C 0.1549 0.2507 -0.0690  0.53
N 0.1558 -1.0667 -0.2126  -0.48
O -1.0767 -1.6893 -0.1304  -0.18
C -2.2897 -1.1553 -0.1276  0.43
S -3.7358 -1.7900 -0.2076  -0.27
C -2.1217 0.6489 0.0324  0.32
Br -3.7724 1.5453 0.1905  -0.05
N -0.9446 1.1144 0.0703  -0.50
H 3.1610 0.4770 0.8395  0.31
H 2.0482 -0.9785 0.4269  0.32
H 3.0785 0.0033 -0.9287  0.21
H 1.4409 1.8371 -0.0548  0.26

For the gap between HOMO and LUMO, the calculation gives 8.5 eV. The calculation puts the LUMO energy at -0.32 eV. For the HOMO energy, the calculation gives -8.852 eV. Its molar mass is 222.067 g/mol. The energy above the lowest of the compared OMol25 structures with the same formula, charge and spin comes out at 2.064 eV. For the total energy, the calculation gives -91604.348 eV. The SMILES is CNc1noc(=S)c(Br)n1. The charge is 0. The maximum force is 4.829 eV Å⁻¹. The spin multiplicity is 1.

***

9.
Molecular formula: C4H4Cl12
Method: DFT, wB97M-V/def2-TZVPD

Each line ends with the Mulliken charge.
Positions of all 20 atoms, in Å:
C 6.2583 -14.0867 -1.7143  0.11
Cl 7.5817 -13.0985 -2.3490  -0.09
Cl 5.2469 -14.9199 -2.9635  -0.12
Cl 5.0425 -13.1225 -0.7843  -0.14
H 6.7171 -14.7901 -1.0194  0.21
C 8.1664 -17.1510 -3.7431  0.48
Cl 8.7137 -15.5872 -4.3603  -0.08
Cl 8.1054 -17.1653 -1.9642  -0.09
Cl 9.2280 -18.4181 -4.3269  -0.14
H 7.2168 -17.4882 -4.1586  -0.12
C 11.2996 -18.7095 -1.5703  0.52
Cl 10.4296 -18.7962 -0.0184  -0.14
Cl 12.4927 -19.9986 -1.7161  -0.14
Cl 12.0725 -17.1909 -1.9727  -0.10
H 10.4957 -18.9051 -2.2799  -0.19
C 4.5378 -19.2874 -3.5929  0.19
Cl 5.3456 -20.6025 -2.6128  -0.11
Cl 2.9683 -19.7024 -4.1548  -0.12
Cl 5.3943 -19.0109 -5.0890  -0.15
H 4.4238 -18.2889 -3.1707  0.20

For the gap between HOMO and LUMO, the calculation gives 11.3 eV. The calculation puts the LUMO energy at 0.25 eV. For the HOMO energy, the calculation gives -11.060 eV. Its molar mass is 477.512 g/mol. The energy above the lowest of the compared OMol25 structures with the same formula, charge and spin comes out at 0.705 eV. For the total energy, the calculation gives -154481.088 eV. The charge is 0. The maximum force is 1.908 eV Å⁻¹. The spin multiplicity is 1.

***

Question: Number 9 is which compound?
Answer: C4H4Cl12